Entry 1:
This record from the OMol25 dataset describes a cluster of 2 separate species, CH4IPS2 in total in a non-equilibrium geometry. The level of theory is ωB97M-V with the def2-TZVPD basis set.

## Properties
Energy relative to the best compared isomer or geometry (same formula, charge and spin), kcal per mole: 46.5
E_LUMO (spin up / spin down), eV: -1.484 / -2.136
Kohn-Sham gap (spin up / spin down), eV: 6.9 / 5.7

Structure (ORCA input):
```
! wB97M-V def2-TZVPD RIJCOSX def2/J DEFGRID3
* xyz 0 1
P 1.433 -0.074 -1.588
H -0.457 -0.384 2.567
H 0.611 -1.033 -2.151
C -0.434 0.660 0.778
S 0.923 -0.533 0.411
I -2.945 -0.058 -1.023
H 2.507 -0.877 -1.636
H -0.624 1.523 0.257
S -1.014 0.776 2.385
*
```

For each atom in turn, the natural (NBO) charge in e is: 0.262, 0.121, 0.003, -0.396, 0.032, -0.468, -0.016, 0.214, 0.247

Entry 2:
This record from the OMol25 dataset describes a structure of composition C37H43Cl2N7O5PPdS. The level of theory is ωB97M-V with the def2-TZVPD basis set.

## Properties
E_LUMO (spin up / spin down), eV: -2.480 / -5.349
Kohn-Sham gap (spin up / spin down), eV: 7.8 / 5.3
<S²>: 6.056

Structure (ORCA input):
```
! wB97M-V def2-TZVPD RIJCOSX def2/J DEFGRID3
* xyz 1 5
N 0.715 4.489 -1.462
H -1.195 4.952 1.794
H 0.121 2.998 1.981
N -1.841 -4.001 0.538
H -0.469 -2.210 -1.739
C -6.389 -2.622 -1.467
C 3.351 -0.284 3.471
C -5.865 -2.770 -2.743
H 1.680 2.637 -1.281
C -3.571 -0.630 2.745
H -4.754 1.390 -2.405
C -0.661 4.995 -1.492
N -2.271 0.097 0.090
C -5.308 -0.590 4.407
C -5.801 -1.738 -0.571
C -4.158 -1.155 -2.236
C 2.350 -0.030 2.560
H -5.271 5.473 -1.262
O -0.045 -0.426 -1.987
C -4.746 -2.039 -3.127
C -0.670 5.214 0.873
H 3.117 -0.377 4.520
H 5.453 -0.597 3.845
H -6.209 -1.639 0.426
H -7.214 0.162 3.765
C -6.197 -0.066 3.476
C -1.033 -3.098 -0.020
H 0.120 -1.401 4.184
O 1.970 0.412 0.222
C -4.669 4.142 0.308
C 2.754 0.133 1.149
H -4.329 -2.159 -4.118
H -0.637 6.080 -1.597
N -1.395 4.653 -0.267
Cl -0.664 -1.990 -4.547
C 1.391 5.055 -0.298
H 4.375 0.067 -0.252
H -1.703 -3.424 -1.921
H -2.544 -0.827 2.453
H -0.276 0.225 4.758
H -1.131 0.263 -4.996
S 0.049 -2.197 0.965
N -0.048 2.634 -0.079
H -3.324 -5.446 0.487
C -4.733 2.155 -1.641
H -3.278 -0.592 -2.523
Pd -0.215 0.275 0.110
C 4.144 -0.030 0.798
H -6.329 -3.455 -3.441
C 0.525 -0.402 4.375
H -0.643 6.301 0.781
H -1.181 4.564 -2.349
P -3.856 0.186 0.138
C -4.463 -0.115 1.809
H 6.643 0.666 -0.200
C 4.689 -0.408 3.102
Cl 1.197 0.261 -4.769
H -2.143 -5.586 -0.823
H 1.669 2.865 1.110
H -5.639 -0.772 5.421
C -5.054 3.463 -1.970
H 1.311 -0.492 5.116
C 0.667 3.041 -1.322
C -5.021 4.453 -0.999
C -4.348 2.839 0.643
H 2.414 4.674 -0.258
H -4.639 4.916 1.063
O -1.594 1.041 -2.713
N 0.706 4.710 0.952
H 7.941 -0.472 0.237
C -2.716 -4.882 -0.214
O 6.397 -0.457 1.532
H -3.384 -4.308 -0.858
H -7.254 -3.197 -1.165
C -1.417 3.204 -0.137
H -1.776 -4.093 1.536
C -0.737 0.177 -2.870
H 6.419 -1.091 -0.449
C -4.689 -0.992 -0.954
C -5.777 0.173 2.177
C 6.867 -0.328 0.190
H -6.466 0.597 1.455
C -4.382 1.839 -0.331
H -1.928 2.761 -0.992
C -0.442 -0.234 -4.325
C 5.089 -0.293 1.748
H 1.425 6.141 -0.395
N -1.032 -2.957 -1.333
H -3.309 -1.269 4.775
H -5.325 3.709 -2.987
C 0.943 0.131 3.033
H 0.138 2.615 -2.168
H -4.069 2.595 1.661
O 0.079 0.657 2.344
C -3.999 -0.871 4.043
C 0.653 3.261 1.067
H -1.937 2.924 0.782
*
```

For each atom in turn, the Löwdin charge in e is: -0.077, 0.128, 0.117, -0.040, 0.040, -0.072, 0.013, -0.072, 0.127, -0.073, 0.103, -0.150, -0.146, -0.068, -0.067, -0.098, -0.046, 0.111, -0.187, -0.068, -0.161, 0.113, 0.138, 0.094, 0.111, -0.064, -0.840, 0.097, -0.041, -0.068, -0.315, 0.107, 0.129, -0.070, 0.607, -0.163, 0.129, 0.092, 0.075, 0.099, 0.062, 0.686, -0.120, 0.094, -0.059, 0.081, 0.920, 0.103, 0.109, 0.015, 0.128, 0.134, 0.846, -0.306, 0.102, 0.090, 0.620, 0.097, 0.121, 0.109, -0.056, 0.070, -0.153, -0.059, -0.111, 0.128, 0.113, -0.009, -0.078, 0.100, -0.054, -0.048, 0.077, 0.109, -0.192, 0.118, -0.795, 0.104, -0.280, -0.095, -0.041, 0.119, -0.293, 0.103, -0.990, -0.274, 0.129, 0.145, 0.104, 0.111, -0.399, 0.110, 0.115, -0.059, -0.070, -0.178, 0.104

Entry 3:
This record from the OMol25 dataset describes a structure of composition C24H29BrN2NbO12 in a non-equilibrium geometry. The level of theory is ωB97M-V with the def2-TZVPD basis set.

## Properties
E_LUMO, eV: 0.055
Kohn-Sham gap, eV: 4.7

Structure (ORCA input):
```
! wB97M-V def2-TZVPD RIJCOSX def2/J DEFGRID3
* xyz -1 1
H -5.843 4.809 3.020
C -3.265 3.131 3.457
H 4.765 -1.466 -1.120
H 5.279 -5.249 -1.559
C 0.873 6.525 -3.976
O 0.894 7.717 -4.252
O -3.103 -2.814 4.982
H 4.011 -4.056 0.470
C 4.580 -3.243 -2.132
H -2.039 -2.565 2.558
C -1.585 -2.020 3.374
H -1.552 -3.486 -0.864
C -1.404 -1.322 5.751
O -6.276 3.421 1.601
O 1.300 0.262 3.878
H 2.457 2.942 -2.102
C -5.208 2.931 1.925
O 2.665 3.912 -2.177
H 4.158 -3.176 -3.137
N 1.436 -3.208 -2.327
C -0.370 4.402 -4.289
C 3.632 -4.780 -0.247
H 3.702 -5.190 -2.342
O 0.607 2.531 -3.249
C 1.775 4.540 -2.917
O -1.907 -1.427 6.860
H 2.842 -0.935 -3.472
H 1.433 0.147 2.914
C 0.234 -0.450 4.205
H -0.126 -2.889 -0.044
Nb 2.198 -1.330 -1.783
O 0.044 -1.053 1.964
H 3.802 -5.780 0.171
H 5.663 -3.126 -2.258
O -2.890 0.212 1.171
C -2.046 -2.082 4.627
H -0.938 -1.850 -1.249
C 1.866 5.862 -3.162
C -0.423 -4.669 -2.784
C -0.656 -2.868 -0.995
H 0.259 -5.071 -3.529
C 0.233 -3.510 -2.044
H 0.230 0.004 6.282
C -2.703 1.921 2.870
H -2.024 0.070 1.593
C 4.339 -4.696 -1.604
C -3.457 1.269 1.736
O -1.659 1.437 3.264
O -1.148 6.407 -5.244
C -0.422 -1.187 3.076
H 2.555 -4.671 -0.360
C -4.436 3.606 3.020
H 1.630 -1.422 -0.053
C -4.636 1.749 1.310
H -0.630 -5.476 -2.072
H 2.671 6.465 -2.766
N 4.071 -2.196 -1.237
Br 3.238 1.013 -1.051
H 0.676 -0.458 -2.300
C -0.263 5.712 -4.518
H -1.185 3.807 -4.678
H -0.814 7.324 -5.243
H -1.370 -4.343 -3.220
H -3.208 -2.667 5.942
H -5.184 1.289 0.501
C 0.642 3.716 -3.482
C -0.235 -0.522 5.461
H -2.707 3.605 4.252
O -5.010 4.701 3.517
*
```

For each atom in turn, the natural (NBO) charge in e is: 0.505, -0.371, 0.384, 0.182, 0.471, -0.584, -0.638, 0.219, -0.223, 0.246, -0.395, 0.192, 0.474, -0.551, -0.636, 0.538, 0.475, -0.641, 0.188, -0.757, -0.372, -0.607, 0.198, -0.466, 0.358, -0.569, -0.368, 0.522, 0.431, 0.254, 1.535, -0.510, 0.184, 0.170, -0.633, 0.313, 0.263, -0.423, -0.681, -0.722, 0.223, 0.373, 0.236, 0.465, 0.512, -0.407, 0.400, -0.542, -0.649, 0.452, 0.210, 0.306, -0.374, -0.419, 0.211, 0.236, -0.953, -0.508, -0.362, 0.296, 0.238, 0.502, 0.214, 0.504, 0.243, 0.457, -0.432, 0.242, -0.632

Entry 4:
This record from the OMol25 dataset describes a cluster of 2 separate species, C6H14O in total. The level of theory is ωB97M-V with the def2-TZVPD basis set.

## Properties
Energy relative to the best compared isomer or geometry (same formula, charge and spin), kcal per mole: 39.2
E_LUMO, eV: 1.049
Kohn-Sham gap, eV: 10.7

Structure (ORCA input):
```
! wB97M-V def2-TZVPD RIJCOSX def2/J DEFGRID3
* xyz 0 1
H -0.541 0.400 -0.729
H 0.961 -2.281 1.327
C -2.695 1.872 -0.862
C 1.967 -1.494 -1.700
H 1.609 0.691 1.755
H 1.016 -1.892 -2.063
H -2.474 1.382 -1.824
H 2.622 -1.518 1.611
H -1.025 -0.893 1.339
O -2.236 1.113 0.224
H -3.779 1.970 -0.756
H 2.596 -2.319 -1.350
H -0.896 0.578 2.303
H 1.775 -0.822 -0.858
H 2.475 -0.950 -2.501
C 0.977 -0.183 1.587
H -0.314 1.878 0.230
C -0.495 0.062 1.421
C 1.547 -1.383 1.518
H -2.247 2.879 -0.875
C -0.845 0.910 0.203
*
```

For each atom in turn, the natural (NBO) charge in e is: 0.164, 0.193, -0.246, -0.860, 0.195, 0.210, 0.163, 0.201, 0.211, -0.538, 0.194, 0.211, 0.220, 0.224, 0.211, -0.178, 0.158, -0.458, -0.390, 0.163, -0.048

no.,energy (Eh),molar mass (g mol⁻¹)
1,-1475.83539,238.06
2,-3982.79051,906.16
3,-4575.25000,710.31
4,-312.19262,102.18